[1]
19
Properties=species:S:1:pos:R:3:forces:R:3 method="wB97M-V/def2-TZVPD" total_charge=0 homo_energy_ev="-8.13 / -8.06" e_tot_ev=-27186.0490 fmax_ev_per_a=4.3 homo_lumo_gap_ev="7.253 / 6.670"
C 1.5558 -0.1032 -2.8496 -1.6 0.4 0.0
C 0.1155 1.2610 -2.1227 2.7 -3.0 -1.3
C -2.6509 0.8789 0.4920 -1.8 0.7 -3.2
C 2.1087 -0.7026 1.3782 0.6 1.8 0.4
C 1.1840 1.7677 0.0143 1.1 1.1 0.4
N 0.3000 0.4117 -3.1164 0.9 0.8 0.1
N 2.0204 0.2775 -1.6745 1.4 -0.1 -1.0
N 1.1397 1.2097 -1.2545 -0.9 -0.7 -0.5
P 2.3250 0.9792 1.0609 -0.7 -1.3 0.3
I 1.7173 3.9137 0.0011 -0.4 -0.5 0.0
H 2.0242 -0.6862 -3.6496 0.2 -0.1 1.1
H -0.7062 1.7970 -1.9897 -3.3 2.4 0.7
H -3.0890 0.3176 -0.4475 0.7 1.2 1.8
H -1.7747 1.4256 0.1598 0.3 -0.1 0.1
H -2.4341 0.1553 1.2064 0.5 -1.0 1.4
H -3.3782 1.6405 0.8433 0.3 -0.7 -0.1
H 2.7067 -1.1162 2.1544 0.2 -0.1 0.9
H 1.9181 -1.3757 0.6099 -0.4 -0.9 -1.4
H 2.1491 1.6416 2.2599 0.2 0.2 0.4

***

[2]
66
Properties=species:S:1:pos:R:3:forces:R:3 method="wB97M-V/def2-TZVPD" total_charge=-1 homo_energy_ev=-4.88 e_tot_ev=-120882.4883 fmax_ev_per_a=1.8 homo_lumo_gap_ev=7.295
Cu 0.9403 0.1264 -1.2501 0.8 0.6 1.5
O 0.6648 0.0445 -3.3593 0.0 0.0 -0.2
S -0.5600 -0.6884 -3.0304 -0.9 -0.6 -1.3
O -0.8118 -1.8328 -3.8701 -0.1 0.0 0.1
O -0.6477 -0.9710 -1.5796 -0.6 -0.6 -0.5
C -1.8654 0.4872 -3.4083 0.2 0.0 0.3
C -2.6204 0.2664 -4.5516 0.0 -0.2 -0.1
C -3.5939 1.1741 -4.9286 0.0 0.0 0.1
C -3.7961 2.3142 -4.1617 0.0 0.1 -0.1
C -3.0256 2.5423 -3.0352 0.1 -0.1 0.0
C -2.0498 1.6288 -2.6303 -0.1 -0.1 0.1
P -1.0324 1.9262 -1.1051 -0.2 0.7 -0.3
C -0.2562 3.5094 -1.6451 0.1 0.0 0.1
C -0.8781 4.7566 -1.6217 0.1 0.0 0.0
C -0.1979 5.8856 -2.0501 -0.1 0.1 0.0
C 1.1124 5.7849 -2.4964 0.0 0.0 0.0
C 1.7372 4.5475 -2.5269 0.0 0.1 -0.1
C 1.0567 3.4142 -2.1077 -0.1 0.0 0.1
C -2.3625 2.5379 0.0057 0.1 -0.3 0.2
C -3.6513 2.0046 -0.0428 0.1 0.1 0.0
C -4.6242 2.4264 0.8494 0.0 0.0 0.0
C -4.3155 3.3598 1.8277 0.0 0.0 0.0
C -3.0213 3.8506 1.9237 0.0 0.1 0.1
C -2.0491 3.4343 1.0292 0.0 0.0 -0.1
H -2.4218 -0.6303 -5.1229 -0.1 0.0 0.0
H -4.1920 0.9972 -5.8131 0.0 0.0 0.0
H -4.5583 3.0299 -4.4441 0.0 0.0 0.0
H -3.1915 3.4356 -2.4498 0.0 0.0 0.0
H -1.8885 4.8594 -1.2484 0.0 0.0 0.0
H -0.6910 6.8502 -2.0307 0.0 0.0 0.0
H 1.6454 6.6743 -2.8090 0.0 0.0 0.0
H 2.7615 4.4677 -2.8669 0.0 -0.1 0.0
H 1.5433 2.4457 -2.1146 0.1 0.1 0.0
H -3.8922 1.2686 -0.7985 -0.1 0.0 0.0
H -5.6293 2.0302 0.7746 0.0 0.0 0.0
H -5.0758 3.6880 2.5247 0.0 0.0 0.0
H -2.7718 4.5667 2.6966 0.0 0.0 0.0
H -1.0389 3.8180 1.1069 0.0 0.0 0.0
C -3.0644 -5.6617 -0.8465 0.1 0.2 0.0
C -1.9371 -5.1086 -0.0216 0.0 -0.1 0.0
C -0.6129 -5.3757 -0.3575 0.0 0.1 0.0
C 0.4206 -4.8678 0.4057 0.1 0.0 0.0
C 0.1200 -4.0900 1.5127 0.4 0.3 -0.3
C -1.1841 -3.7937 1.8566 0.0 0.2 0.1
C -2.2088 -4.3129 1.0851 0.0 0.0 0.1
S 1.4665 -3.4722 2.4718 0.6 -0.3 0.5
O 0.9780 -2.5794 3.4938 -0.4 0.1 -0.3
O 2.2111 -4.6111 2.9469 0.0 0.0 -0.2
N 2.4649 -2.6644 1.3902 -1.0 0.1 -0.1
C 3.1539 -1.5290 2.0358 0.4 0.1 0.2
C 2.5829 -0.1262 1.7699 -0.2 -0.3 -0.9
C 3.2342 0.4822 0.4974 0.4 0.5 -0.1
O 4.4117 0.8101 0.6197 0.2 -0.1 0.2
O 2.5850 0.6557 -0.6030 0.3 -0.1 0.8
H -2.6729 -6.1318 -1.7454 -0.1 -0.1 0.0
H -3.7299 -4.8529 -1.1485 -0.1 -0.1 0.0
H -3.6363 -6.3929 -0.2716 0.0 0.0 -0.1
H -0.3920 -5.9509 -1.2459 0.0 -0.1 0.0
H 1.4596 -5.0346 0.1525 0.0 -0.1 -0.1
H -1.3718 -3.1468 2.7030 0.0 0.0 0.0
H -3.2387 -4.0853 1.3343 0.0 0.0 0.0
H 1.9603 -2.3889 0.5492 0.0 0.0 0.1
H 4.1950 -1.5375 1.7080 0.0 0.0 0.1
H 3.1218 -1.7649 3.1000 0.3 0.3 0.0
H 2.8610 0.5272 2.5963 0.0 0.0 0.0
H 1.4950 -0.1652 1.6805 0.0 0.0 0.1

***

[3]
40
Properties=species:S:1:pos:R:3:forces:R:3 method="wB97M-V/def2-TZVPD" total_charge=-1 homo_energy_ev=-4.04 e_tot_ev=-52284.9413 fmax_ev_per_a=2.9 homo_lumo_gap_ev=4.946
F -2.3161 1.0843 2.4038 0.4 -0.8 0.1
C -1.1613 0.3696 2.4706 0.0 1.2 0.6
C -1.1271 -0.9576 2.7525 -0.4 -0.7 0.7
F -2.2510 -1.6116 3.1725 0.4 0.5 -0.8
C 0.1104 -1.7192 2.9242 -0.2 -0.3 -0.2
O 0.1364 -2.9319 3.2132 0.0 1.3 -0.2
C 1.3027 -0.8836 2.7822 0.4 -1.0 0.7
F 2.4429 -1.4920 3.2303 -0.3 0.6 -0.7
C 1.2633 0.4442 2.5068 -0.1 1.2 0.3
F 2.3806 1.2180 2.4922 -0.2 -0.7 0.0
C 0.0275 1.1898 2.4444 0.1 -1.6 0.9
O -0.0193 2.4686 2.4234 -0.8 -0.8 -2.0
C 4.1286 4.9371 2.5174 -0.2 -0.1 -0.1
C 2.9447 4.7720 3.2493 0.0 0.2 -0.3
C 1.7257 4.6985 2.5768 0.1 -0.3 0.2
C 1.6951 4.6608 1.1853 0.3 0.2 0.2
S 0.0995 4.4445 0.3782 2.8 0.7 -0.2
C -0.2465 2.7426 0.4398 1.4 0.8 0.1
C -1.3724 2.3855 -0.3759 -0.6 -1.0 -0.9
C -1.4870 1.0222 -0.7637 -0.3 0.3 -0.4
C -2.5014 0.5857 -1.6190 -0.2 0.0 0.2
C -3.4300 1.5064 -2.1525 0.4 0.0 0.4
C -4.5400 1.0343 -2.9330 -1.8 -1.3 -1.4
N -5.4274 0.5578 -3.5373 2.0 1.3 1.3
C -3.2740 2.8722 -1.8682 0.4 0.1 0.6
C -2.2688 3.2940 -0.9935 -0.6 0.0 -0.3
O -0.8316 5.2231 1.1337 -0.9 0.0 0.1
O 0.4105 4.7860 -0.9942 -0.6 0.2 -0.4
C 2.8681 4.8818 0.4434 -0.1 -0.5 0.3
C 4.0900 5.0017 1.1178 -0.2 0.1 0.1
H 5.0822 5.0243 3.0390 -0.2 -0.1 -0.1
H 2.9371 4.6776 4.3409 0.2 0.2 -0.5
H 0.7976 4.6123 3.1398 0.3 -0.1 -0.2
H 0.6926 2.1447 0.2910 -1.1 0.7 0.2
H -0.7060 0.3472 -0.4299 -0.3 -0.2 0.0
H -2.6261 -0.4802 -1.8604 0.2 0.6 0.1
H -3.9434 3.6293 -2.2943 0.3 -0.5 0.1
H -2.1741 4.3694 -0.8768 0.0 -0.2 0.3
H 2.8309 4.9225 -0.6450 -0.1 -0.1 0.3
H 5.0136 5.1249 0.5381 -0.4 0.0 0.3

***

[4]
58
Properties=species:S:1:pos:R:3:forces:R:3 method="wB97M-V/def2-TZVPD" total_charge=+1 homo_energy_ev=-10.73 e_tot_ev=-74413.9260 fmax_ev_per_a=8.8 homo_lumo_gap_ev=5.151
C 5.5048 -1.8266 1.2381 2.2 -0.4 0.3
O 4.7359 -0.6165 1.0138 -3.6 -0.5 -0.9
B 3.3531 -0.8350 1.1365 3.5 -2.5 2.5
O 2.9428 -2.0384 1.7627 -0.5 2.7 -0.7
N 2.3312 0.1884 0.5431 1.0 -0.7 -1.2
O 1.1154 -0.3723 0.1923 -0.5 -0.6 -0.2
C 0.1547 -0.5107 1.2666 -2.7 -0.4 1.4
C -0.8245 -1.7020 0.8664 0.9 -0.1 -0.8
C -0.0327 -3.0608 0.7258 -0.5 0.3 -0.3
C -2.0965 -1.7759 1.7894 -0.1 0.2 0.0
C -1.7845 -1.7052 3.3373 -0.9 -0.2 0.0
C -3.1676 -0.6819 1.3209 1.0 -1.4 0.3
P 2.3011 1.7391 1.5050 2.8 3.2 4.2
N 3.5333 1.6902 2.5360 -2.0 -0.3 -1.1
S 3.0748 0.6455 -1.0463 -0.7 6.1 -6.3
O 4.1776 1.6045 -0.8832 -1.5 -3.8 0.9
O 1.9798 1.3100 -1.8018 2.0 -3.1 2.4
F 3.4623 -0.6948 -1.8982 -0.5 1.7 2.6
H 5.1585 -2.7119 0.6539 -0.1 0.8 0.7
H 6.5553 -1.6135 0.8897 -1.2 0.0 0.3
H 5.5962 -2.0293 2.3395 -0.4 0.1 -1.1
H 2.9139 -1.8597 2.7216 0.0 -0.5 -0.2
H 0.5692 -0.7094 2.2870 0.3 0.0 -1.0
H -0.4842 0.4176 1.3601 0.9 -0.7 -0.4
H -1.1859 -1.4379 -0.1710 0.3 -0.2 1.0
H 0.1142 -3.5476 1.7236 0.0 0.4 -0.9
H -0.6512 -3.7247 0.0636 0.6 0.4 0.8
H 0.9472 -2.9223 0.1890 -0.9 -0.1 0.7
H -2.5823 -2.7777 1.6127 0.8 0.9 0.1
H -0.8561 -2.2581 3.6388 -0.7 0.6 -0.3
H -1.8104 -0.6511 3.7416 0.4 -1.0 -0.5
H -2.6357 -2.2297 3.8611 0.9 0.6 -0.4
H -2.6368 0.0849 0.7005 -0.7 -0.3 0.7
H -3.8997 -1.1999 0.6496 0.5 0.8 0.7
H -3.6679 -0.2731 2.2270 0.2 -0.1 -1.1
H 2.4910 2.8855 0.6730 -0.6 -1.2 -0.6
H 1.1202 1.9440 2.2630 -0.3 -0.5 -1.1
H 3.1278 1.7808 3.4786 0.4 -0.3 -0.3
C 2.5448 -0.0904 -4.9242 0.2 0.0 0.0
S 1.0436 0.3224 -5.8376 -0.1 -0.2 -0.2
O 0.5826 -0.9204 -6.5183 0.2 0.3 0.2
C 1.8592 1.3475 -7.0774 0.1 0.0 0.0
H 2.2783 -0.7657 -4.1134 -0.1 0.0 -0.1
H 3.2598 -0.5821 -5.5854 -0.1 0.0 0.0
H 2.9802 0.8204 -4.5099 -0.1 0.0 0.0
H 2.6171 0.7636 -7.6013 -0.1 -0.1 0.0
H 2.3171 2.2106 -6.5919 0.0 0.0 0.0
H 1.1078 1.6885 -7.7884 0.0 -0.1 0.1
C -7.0612 2.5699 1.9799 0.0 0.0 0.1
S -6.1928 1.8746 0.5607 -0.1 -0.1 0.0
O -5.4954 0.6371 1.0263 -0.3 0.6 -0.1
C -4.9531 3.1801 0.4451 0.1 0.0 0.1
H -7.8658 1.8898 2.2565 0.1 0.0 -0.1
H -6.3730 2.6797 2.8191 0.0 0.0 -0.1
H -7.4827 3.5386 1.7089 0.0 0.0 0.0
H -4.3995 3.2508 1.3829 -0.1 -0.1 0.0
H -5.4440 4.1288 0.2253 0.0 -0.1 0.0
H -4.2673 2.9317 -0.3644 -0.1 -0.1 0.0

***

[5]
77
Properties=species:S:1:pos:R:3:forces:R:3 method="wB97M-V/def2-TZVPD" total_charge=+2 homo_energy_ev=-12.88 e_tot_ev=-60185.8992 fmax_ev_per_a=1.4 homo_lumo_gap_ev=7.769
Mg 0.5647 -0.6128 0.7554 -0.6 0.3 0.3
O 0.8289 -1.1004 2.8109 0.0 0.2 0.1
C 0.1183 -2.2063 3.3505 -0.3 -0.8 0.5
C -0.7413 -2.8342 2.2876 -0.2 -0.3 0.4
C -1.6189 -3.8636 2.6183 0.1 0.2 -0.2
C -2.4910 -4.3345 1.6506 0.2 0.2 0.0
C -2.4393 -3.7714 0.3811 0.2 0.0 0.0
C -1.4994 -2.7905 0.1330 -0.5 -0.2 -0.4
N -0.6715 -2.3196 1.0638 0.3 0.2 0.1
H 1.2168 -0.6166 3.5513 0.1 0.1 -0.2
H -0.5410 -1.8784 4.1665 0.2 0.0 -0.1
H 0.8153 -2.9549 3.7565 -0.1 0.2 -0.1
H -1.6347 -4.2707 3.6173 0.0 0.0 0.1
H -3.2097 -5.1071 1.8775 0.0 -0.1 0.1
H -3.1107 -4.0973 -0.3977 0.0 0.0 -0.1
H -1.4151 -2.3355 -0.8448 -0.1 0.0 -0.1
C -0.0675 -1.1116 -3.9898 0.0 0.2 0.3
Sb 0.8666 -0.8578 -2.0658 0.4 -0.3 -0.9
C 1.4591 -2.9121 -1.8427 0.1 0.1 0.1
C 2.7644 0.0506 -2.7251 -0.5 0.1 0.2
C 3.8162 -0.9826 -2.8372 0.3 -0.3 -0.1
C 3.7907 -1.8234 -3.9500 0.2 0.1 0.0
C 4.6726 -2.8779 -4.0787 0.0 -0.1 0.0
C 5.6060 -3.1109 -3.0806 0.0 0.0 0.0
C 5.6672 -2.2638 -1.9912 -0.1 0.0 0.0
C 4.7866 -1.1928 -1.8476 -0.1 -0.2 -0.3
C 4.9407 -0.2990 -0.6702 -0.4 0.2 0.5
Sb 3.4125 -0.6093 0.8749 1.2 -0.1 0.0
C 4.0688 -2.5475 1.5204 -0.1 0.2 -0.2
C 4.3439 0.4912 2.4737 -0.3 0.0 -0.2
H -0.0838 -0.1647 -4.5228 0.0 0.1 0.0
H -1.0879 -1.4674 -3.8740 0.0 0.0 0.0
H 0.5084 -1.8386 -4.5575 0.1 0.0 0.1
H 2.2332 -3.1683 -2.5611 0.0 0.0 0.0
H 0.5980 -3.5564 -2.0071 -0.1 0.0 0.0
H 1.8438 -3.0911 -0.8399 0.0 -0.1 0.1
H 3.0162 0.8556 -2.0359 -0.1 0.0 -0.1
H 2.5362 0.4825 -3.6975 -0.1 0.1 0.0
H 3.0759 -1.6184 -4.7361 -0.1 0.0 -0.1
H 4.6308 -3.5165 -4.9472 0.0 0.0 -0.1
H 6.2979 -3.9338 -3.1625 0.1 -0.1 0.0
H 6.4283 -2.4157 -1.2396 0.1 0.0 0.1
H 4.9169 0.7577 -0.9383 0.0 0.0 0.1
H 5.8865 -0.5054 -0.1711 0.0 0.1 0.1
H 5.1228 -2.4868 1.7753 0.1 0.1 0.0
H 3.9434 -3.2751 0.7242 0.0 -0.1 -0.1
H 3.5107 -2.8730 2.3942 -0.1 0.0 0.1
H 5.3870 0.1986 2.5420 0.1 -0.1 -0.1
H 3.8577 0.2796 3.4229 0.0 0.0 0.0
H 4.2907 1.5584 2.2800 0.0 0.1 0.0
C -2.3950 0.4246 2.5451 -0.1 0.1 0.1
C -1.7342 1.3563 1.6048 -0.1 -0.1 0.3
N -0.6565 1.0904 0.8849 0.2 -0.4 0.1
C -0.4144 2.2068 0.1263 -0.1 0.7 -0.2
C -1.3503 3.1496 0.4105 0.5 0.1 -0.3
N -2.1706 2.6046 1.3589 0.3 -0.3 0.0
C -3.3477 3.2413 1.9167 -0.3 -0.1 0.2
N -4.3452 3.4125 0.9140 -0.4 0.6 -0.3
N -4.8616 2.3520 0.2378 0.7 -0.8 0.7
N -5.7232 2.7458 -0.5900 -0.6 -0.4 -0.6
C -5.8478 4.1042 -0.5175 0.7 0.8 0.8
C -6.6576 5.0112 -1.2033 0.1 -0.1 0.1
C -6.5278 6.3402 -0.8723 -0.1 0.0 -0.2
C -5.6284 6.7789 0.1105 0.2 -0.1 0.1
C -4.8187 5.9030 0.7996 0.1 0.2 0.1
C -4.9405 4.5620 0.4682 -0.5 -0.3 -0.6
H -1.9595 -0.5636 2.4279 -0.1 0.0 0.1
H -3.4599 0.3717 2.3207 0.0 -0.1 0.0
H -2.2754 0.7671 3.5737 0.0 -0.1 0.1
H 0.4049 2.2712 -0.5679 0.0 0.0 0.0
H -1.5074 4.1359 0.0244 0.0 0.2 -0.1
H -3.0838 4.2270 2.3131 -0.1 -0.2 -0.1
H -3.7242 2.6115 2.7294 0.1 0.2 -0.1
H -7.3528 4.6665 -1.9502 -0.1 0.0 -0.1
H -7.1310 7.0787 -1.3762 -0.1 0.0 -0.1
H -5.5727 7.8319 0.3389 0.0 0.1 0.0
H -4.1309 6.2419 1.5595 0.0 0.1 0.1

***

[6]
9
Properties=species:S:1:pos:R:3:forces:R:3 method="wB97M-V/def2-TZVPD" total_charge=+1 homo_energy_ev=-18.42 e_tot_ev=-36371.0457 fmax_ev_per_a=5.4 homo_lumo_gap_ev=13.559
N -0.0065 0.1428 0.8472 -5.1 -0.8 -1.8
F 1.9159 1.5950 -0.1707 -0.5 -0.7 0.9
F 1.5209 -0.5241 -1.0538 -0.1 -0.7 -1.2
F 2.5632 -0.4253 1.0376 -2.1 1.3 -0.4
F -2.3077 -1.0821 0.7433 0.4 -0.6 -0.1
F -2.3485 1.0837 -0.1407 1.1 -0.3 0.6
F -1.3811 -0.5069 -1.4591 0.8 -1.0 -0.6
P 1.3806 0.2168 0.2417 4.3 0.1 -0.4
P -1.4275 -0.1360 -0.0155 1.4 2.8 2.9